Model one:
Density functional theory data (ωB97M-V/def2-TZVPD) for 2 unconnected molecules or ions with the total composition C3H11NOS.

Last column: Löwdin charge in e.
Geometry (Å):
C 0.7211 3.5533 0.0927  -0.43
S -0.2233 2.7973 1.4462  0.72
C 0.6940 1.2587 1.7109  -0.44
H 1.6445 3.9826 0.4709  0.03
H 0.9218 2.7977 -0.6542  0.02
H 0.1149 4.3275 -0.3548  0.02
H 1.1023 0.7287 0.8595  0.03
H -0.1020 0.6523 2.1349  0.01
H 1.5009 1.3663 2.4384  0.03
N -0.8183 -3.0297 -0.0430  0.01
C -0.8180 -2.0833 -1.1207  -0.37
O -0.5361 -2.6099 -2.4064  -0.07
H 0.0075 -3.6237 -0.1185  0.08
H -1.6373 -3.6243 -0.0616  0.07
H -0.0882 -1.3199 -0.8415  0.10
H -1.8020 -1.6105 -1.1672  0.11
H -0.6819 -3.5631 -2.3857  0.08

For the HOMO energy, the calculation gives -0.3105 Ha. As for the net charge: 0. As for the SMILES: CSC.NCO. The value obtained for the HOMO-LUMO gap is 9.4 eV. As for the multiplicity: 1.

Model two:
Density functional theory data (ωB97M-V/def2-TZVPD) for 2 unconnected molecules or ions with the total composition C3H11NOS.

Last column: Löwdin charge in e.
Geometry (Å):
C -1.7037 -1.7038 1.1956  -0.39
S 0.1601 -1.9251 1.2665  0.67
C 0.5862 -1.2163 2.9315  -0.41
H -2.1319 -2.6545 1.5462  0.03
H -1.9712 -0.9152 1.8848  0.02
H -1.9995 -1.3743 0.2045  0.02
H -0.1071 -0.3821 3.1466  0.03
H 1.5887 -0.8378 2.9823  0.02
H 0.3235 -1.9994 3.6309  0.02
N -0.3931 1.7050 -2.6001  -0.01
C 0.8206 2.0548 -1.9256  -0.35
O 2.0285 1.5172 -2.5398  -0.10
H -0.6627 0.7254 -2.2276  0.10
H -0.2301 1.4238 -3.6002  0.09
H 0.8979 1.6268 -0.9307  0.10
H 1.0165 3.1689 -1.8739  0.12
H 1.7771 0.7866 -3.0911  0.05

For the HOMO energy, the calculation gives -0.3175 Ha. As for the net charge: 0. As for the SMILES: CSC.NCO. The value obtained for the HOMO-LUMO gap is 9.3 eV. As for the multiplicity: 1.

Stability check: which of them is least stable? model two.